No. 1
H9O5 | ωB97M-V/def2-TZVPD

```
14
Properties=species:S:1:pos:R:3
O -1.421 0.930 -2.906
O 1.520 1.288 0.412
O -0.938 -1.931 0.694
O -0.909 0.567 -0.172
O 1.823 -1.318 2.006
H -1.502 0.698 0.575
H 1.647 2.203 0.150
H 2.032 -0.491 1.544
H -0.669 1.446 -2.596
H 0.578 1.010 0.215
H -0.801 -1.028 0.260
H -0.534 -2.515 0.044
H -1.700 0.536 -2.057
H 0.874 -1.395 1.830
```

Kohn-Sham gap = 9.303 eV
total charge = -1
ΔE to the lowest compared entry with this formula, charge and spin = 0.8 kcal per mole

These are the natural (NBO) partial charges, in e, on atoms 1 to 6: -0.992, -1.045, -1.025, -1.268, -0.994, 0.430



No. 2
C3H6F2OS | ωB97M-V/def2-TZVPD

```
13
Properties=species:S:1:pos:R:3
S 0.322 -0.520 -0.917
F -0.163 1.874 0.255
F 1.210 0.209 1.598
O 0.232 -1.865 -0.470
C -0.253 0.551 0.527
C 1.659 -0.006 -1.751
C -1.358 0.036 1.434
H 2.680 -0.421 -1.577
H -0.749 -0.429 -1.765
H -2.175 -0.326 0.839
H -1.799 0.834 2.000
H 1.449 0.908 -2.226
H -1.054 -0.845 2.053
```

Kohn-Sham gap = 8.407 eV
ΔE to the lowest compared entry with this formula, charge and spin = 114.9 kcal per mole

These are the natural (NBO) partial charges, in e, on atoms 1 to 6: 1.641, -0.295, -0.509, -0.921, 0.512, -1.030



No. 3
C6H9NS | ωB97M-V/def2-TZVPD

```
17
Properties=species:S:1:pos:R:3
S -3.467 -0.022 0.009
N 0.055 -1.493 -0.545
C -1.795 0.286 -0.063
C 1.351 -0.724 -0.308
C -0.961 -1.070 0.285
C 1.259 0.579 0.604
C -0.928 1.476 -0.515
C 0.433 1.698 -0.214
H 2.005 -0.602 -1.191
H -1.760 2.352 -0.733
H -0.592 -0.875 1.303
H 0.807 0.412 1.549
H 1.998 -1.382 0.147
H 0.020 -2.354 -0.860
H 0.849 2.666 -0.446
H -1.551 -1.883 0.221
H 2.277 0.935 0.761
```

Kohn-Sham gap = 7.298 eV
ΔE to the lowest compared entry with this formula, charge and spin = 91.8 kcal per mole

These are the natural (NBO) partial charges, in e, on atoms 1 to 6: -0.014, -0.629, -0.058, -0.220, -0.262, -0.449



No. 4
C7H15EuN2 | ωB97M-V/def2-TZVPD

```
25
Properties=species:S:1:pos:R:3
Eu 0.116 -0.590 0.156
N 1.665 1.043 -1.697
N 1.495 0.986 1.613
C 3.462 1.005 2.952
C 2.743 0.495 1.881
C 1.018 1.976 2.409
C 3.025 1.985 3.813
C 3.842 2.533 4.971
C 1.777 2.457 3.476
C -1.162 -1.118 -1.768
H 2.646 0.815 -1.600
H 1.349 3.232 4.097
H 4.440 0.606 3.182
H 3.372 2.398 5.962
H 3.228 -0.345 1.324
H -0.768 -2.069 -2.248
H 1.486 2.039 -1.554
H 4.820 2.056 5.081
H 4.066 3.605 4.871
H -1.297 -0.568 -2.713
H -1.324 0.611 0.435
H 0.001 2.398 2.301
H -1.503 -0.266 1.106
H -2.215 -1.454 -1.662
H 1.347 0.785 -2.637
```

Kohn-Sham gap (spin up / spin down) = 3.350 / 3.966 eV
<S²> = 15.805
total charge = -1
2S+1 = 8

These are the Mulliken partial charges, in e, on atoms 1 to 6: 0.379, -0.581, -0.189, -0.394, -0.344, -0.514



No. 5
C48H43N2P2RhSSi | ωB97M-V/def2-TZVPD

```
98
Properties=species:S:1:pos:R:3
Rh -0.388 0.159 1.070
S -0.530 -0.372 3.593
P 1.637 1.524 1.386
P -1.097 -1.355 -1.271
Si 1.251 -1.554 0.655
N -2.435 -0.677 1.874
N -1.636 1.918 0.283
C 2.077 2.865 2.551
C -2.144 -2.144 -3.807
C 3.978 -1.803 1.617
C -4.224 -0.319 -3.704
C 1.477 4.134 -1.706
C -4.530 -1.746 2.209
C 2.822 4.700 4.499
C 2.036 3.610 4.839
C -2.902 3.212 -1.070
C -3.027 -2.040 -4.866
C -1.228 -3.172 -1.029
C 2.049 -1.045 -3.932
C 1.057 -3.351 1.350
C 5.326 0.016 2.392
C 2.918 -0.942 1.377
C -1.639 -5.908 -0.682
C 2.891 -1.584 -1.755
C -1.839 2.285 -0.999
C -0.369 -4.094 -1.616
C 0.532 -1.290 -2.089
C 1.306 3.517 -0.483
C -3.622 -1.059 1.424
C -0.578 -5.450 -1.447
C -2.290 -3.641 -0.265
C -2.493 -4.995 -0.089
C 4.274 0.886 2.176
C 2.862 3.965 2.213
C 1.981 2.330 -0.198
C -0.985 1.862 -2.132
C 2.960 2.372 -2.392
C 1.608 -1.539 -1.228
C 3.067 0.415 1.666
C 2.300 3.559 -2.666
C 5.180 -1.335 2.117
C -4.183 -2.032 3.528
C -2.523 2.599 1.045
C -3.327 -0.406 -2.654
C -2.577 2.513 2.526
C 2.804 1.761 -1.162
C -2.951 -1.630 4.007
C 3.113 -1.355 -3.100
C -4.067 -1.126 -4.818
C 3.229 4.875 3.186
C -3.337 3.410 0.223
C -2.268 -1.304 -2.703
C 0.759 -1.013 -3.430
C 1.664 2.698 3.870
C -2.095 -0.954 3.143
H -3.443 0.232 -1.787
H 1.715 3.469 5.861
H 1.413 -3.370 2.373
H 3.328 0.841 -0.947
H -2.640 -1.818 5.021
H -3.847 -0.794 0.398
H 0.950 5.053 -1.921
H -2.666 3.507 2.966
H -4.127 4.059 0.552
H 2.416 4.033 -3.630
H 3.725 -1.790 -1.098
H -3.446 1.932 2.842
H 0.023 -3.667 1.351
H 0.638 3.940 0.255
H 2.226 -0.835 -4.977
H 3.114 5.414 5.254
H -5.486 -2.040 1.804
H -4.873 -2.552 4.174
H 0.468 -3.755 -2.211
H -3.273 3.662 -1.969
H 4.400 1.935 2.402
H -0.266 1.111 -1.809
H 3.854 -2.857 1.415
H 1.628 -4.067 0.772
H 3.845 5.721 2.918
H -1.582 1.475 -2.956
H 1.060 1.838 4.129
H 6.263 0.390 2.776
H -1.797 -6.969 -0.555
H -4.755 -1.046 -5.647
H -3.321 -5.335 0.516
H 3.590 1.914 -3.142
H 6.000 -2.016 2.287
H -1.677 2.029 2.909
H -5.040 0.386 -3.658
H 3.205 4.100 1.197
H -1.355 -2.880 -3.837
H 0.095 -6.154 -1.915
H -2.897 -2.670 -5.736
H 4.117 -1.402 -3.498
H -0.064 -0.766 -4.087
H -0.433 2.722 -2.512
H -2.965 -2.933 0.191
```

Kohn-Sham gap (spin up / spin down) = 4.971 / 4.969 eV
ΔE to the lowest compared entry with this formula, charge and spin = 54.2 kcal per mole

These are the Mulliken partial charges, in e, on atoms 1 to 6: -0.045, -0.391, 2.199, 0.759, 1.097, 1.220



Copy entry 2 word for word.
C3H6F2OS | ωB97M-V/def2-TZVPD

```
13
Properties=species:S:1:pos:R:3
S 0.322 -0.520 -0.917
F -0.163 1.874 0.255
F 1.210 0.209 1.598
O 0.232 -1.865 -0.470
C -0.253 0.551 0.527
C 1.659 -0.006 -1.751
C -1.358 0.036 1.434
H 2.680 -0.421 -1.577
H -0.749 -0.429 -1.765
H -2.175 -0.326 0.839
H -1.799 0.834 2.000
H 1.449 0.908 -2.226
H -1.054 -0.845 2.053
```

Kohn-Sham gap = 8.407 eV
ΔE to the lowest compared entry with this formula, charge and spin = 114.9 kcal per mole

These are the natural (NBO) partial charges, in e, on atoms 1 to 6: 1.641, -0.295, -0.509, -0.921, 0.512, -1.030



Repeat the fifth record exactly.
C48H43N2P2RhSSi | ωB97M-V/def2-TZVPD

```
98
Properties=species:S:1:pos:R:3
Rh -0.388 0.159 1.070
S -0.530 -0.372 3.593
P 1.637 1.524 1.386
P -1.097 -1.355 -1.271
Si 1.251 -1.554 0.655
N -2.435 -0.677 1.874
N -1.636 1.918 0.283
C 2.077 2.865 2.551
C -2.144 -2.144 -3.807
C 3.978 -1.803 1.617
C -4.224 -0.319 -3.704
C 1.477 4.134 -1.706
C -4.530 -1.746 2.209
C 2.822 4.700 4.499
C 2.036 3.610 4.839
C -2.902 3.212 -1.070
C -3.027 -2.040 -4.866
C -1.228 -3.172 -1.029
C 2.049 -1.045 -3.932
C 1.057 -3.351 1.350
C 5.326 0.016 2.392
C 2.918 -0.942 1.377
C -1.639 -5.908 -0.682
C 2.891 -1.584 -1.755
C -1.839 2.285 -0.999
C -0.369 -4.094 -1.616
C 0.532 -1.290 -2.089
C 1.306 3.517 -0.483
C -3.622 -1.059 1.424
C -0.578 -5.450 -1.447
C -2.290 -3.641 -0.265
C -2.493 -4.995 -0.089
C 4.274 0.886 2.176
C 2.862 3.965 2.213
C 1.981 2.330 -0.198
C -0.985 1.862 -2.132
C 2.960 2.372 -2.392
C 1.608 -1.539 -1.228
C 3.067 0.415 1.666
C 2.300 3.559 -2.666
C 5.180 -1.335 2.117
C -4.183 -2.032 3.528
C -2.523 2.599 1.045
C -3.327 -0.406 -2.654
C -2.577 2.513 2.526
C 2.804 1.761 -1.162
C -2.951 -1.630 4.007
C 3.113 -1.355 -3.100
C -4.067 -1.126 -4.818
C 3.229 4.875 3.186
C -3.337 3.410 0.223
C -2.268 -1.304 -2.703
C 0.759 -1.013 -3.430
C 1.664 2.698 3.870
C -2.095 -0.954 3.143
H -3.443 0.232 -1.787
H 1.715 3.469 5.861
H 1.413 -3.370 2.373
H 3.328 0.841 -0.947
H -2.640 -1.818 5.021
H -3.847 -0.794 0.398
H 0.950 5.053 -1.921
H -2.666 3.507 2.966
H -4.127 4.059 0.552
H 2.416 4.033 -3.630
H 3.725 -1.790 -1.098
H -3.446 1.932 2.842
H 0.023 -3.667 1.351
H 0.638 3.940 0.255
H 2.226 -0.835 -4.977
H 3.114 5.414 5.254
H -5.486 -2.040 1.804
H -4.873 -2.552 4.174
H 0.468 -3.755 -2.211
H -3.273 3.662 -1.969
H 4.400 1.935 2.402
H -0.266 1.111 -1.809
H 3.854 -2.857 1.415
H 1.628 -4.067 0.772
H 3.845 5.721 2.918
H -1.582 1.475 -2.956
H 1.060 1.838 4.129
H 6.263 0.390 2.776
H -1.797 -6.969 -0.555
H -4.755 -1.046 -5.647
H -3.321 -5.335 0.516
H 3.590 1.914 -3.142
H 6.000 -2.016 2.287
H -1.677 2.029 2.909
H -5.040 0.386 -3.658
H 3.205 4.100 1.197
H -1.355 -2.880 -3.837
H 0.095 -6.154 -1.915
H -2.897 -2.670 -5.736
H 4.117 -1.402 -3.498
H -0.064 -0.766 -4.087
H -0.433 2.722 -2.512
H -2.965 -2.933 0.191
```

Kohn-Sham gap (spin up / spin down) = 4.971 / 4.969 eV
ΔE to the lowest compared entry with this formula, charge and spin = 54.2 kcal per mole

These are the Mulliken partial charges, in e, on atoms 1 to 6: -0.045, -0.391, 2.199, 0.759, 1.097, 1.220



Question: Which formula does entry 1 have?
Answer: H9O5